Entry 1:
Entry from the Open Molecules 2025 dataset: a molecular structure, C63H46F3NiP3Si (ωB97M-V/def2-TZVPD).

Each line ends with the Mulliken charge.
Element x y z (Å)
Ni (-0.04, 0.33, -0.31)  -0.289
P (-1.53, -0.67, -1.81)  1.030
P (-1.34, 1.71, 1.03)  1.777
P (1.96, 0.73, 1.14)  2.316
Si (-0.40, -1.31, 1.12)  1.979
F (5.56, -6.91, -2.50)  -0.264
F (5.96, -5.83, -4.32)  -0.261
F (7.15, -5.44, -2.56)  -0.286
C (-5.85, 0.80, -2.48)  -0.760
C (-0.26, 3.73, 2.76)  -0.547
C (5.90, -5.70, -2.98)  0.808
C (-2.14, -0.68, 4.90)  -0.879
C (-2.50, -4.66, -1.38)  -0.891
C (2.28, -0.94, 1.86)  -0.121
C (-4.69, 4.07, 0.46)  -0.662
C (0.38, 4.95, 2.97)  -0.730
C (5.35, -3.44, -2.01)  -0.791
C (3.13, 2.93, 2.48)  -0.979
C (3.06, -2.70, -1.85)  -0.331
C (1.26, -1.90, 1.79)  0.515
C (4.42, -2.48, -1.65)  -0.115
C (0.11, -0.52, -4.10)  -0.364
C (1.29, -0.87, -1.12)  -1.174
C (2.86, 3.36, 4.83)  -0.584
C (5.21, 1.92, -1.93)  -0.701
C (4.66, 0.92, 0.19)  -0.695
C (0.81, 5.71, 1.89)  -0.767
C (-5.72, 3.15, 0.57)  -0.790
C (2.74, -3.51, 2.83)  -0.830
C (3.87, 2.18, -2.14)  -0.815
C (2.39, 1.77, 2.59)  0.546
C (0.38, -0.64, -5.45)  -0.862
C (-1.35, -2.65, 0.19)  0.099
C (-0.59, -1.11, -6.33)  -0.569
C (1.51, -3.18, 2.27)  -0.593
C (-1.63, -3.90, 0.72)  -0.328
C (-0.03, 4.03, 0.40)  -0.321
C (3.48, -1.26, 2.48)  -0.544
C (1.86, 1.42, 3.84)  -0.430
C (-3.28, -0.14, -1.98)  0.243
C (2.64, -3.90, -2.41)  -0.616
C (-2.28, 1.37, 3.67)  -0.586
C (3.56, -4.87, -2.77)  -1.080
C (-1.63, 0.78, 2.59)  0.122
C (-2.26, -3.41, -1.92)  -0.242
C (-5.42, 1.81, 0.77)  -0.673
C (-3.37, 3.66, 0.57)  -0.575
C (-1.53, -1.28, 3.81)  -0.734
C (0.61, 5.24, 0.60)  -0.791
C (-1.71, -2.39, -1.15)  0.384
C (3.72, -2.54, 2.96)  -1.104
C (3.38, 3.72, 3.60)  -0.811
C (-4.76, 1.64, -2.67)  -0.651
C (-3.48, 1.17, -2.42)  -0.141
C (-2.21, -4.91, -0.04)  -1.131
C (-3.06, 2.32, 0.77)  0.635
C (-4.10, 1.40, 0.86)  -0.246
C (-1.85, -1.42, -5.84)  -0.933
C (2.09, 2.21, 4.95)  -0.720
C (2.10, -1.71, -1.46)  1.420
C (2.92, 1.79, -1.20)  -0.533
C (4.92, -4.64, -2.56)  0.370
C (-4.38, -0.96, -1.77)  -0.114
C (3.31, 1.15, -0.03)  1.159
C (-5.66, -0.49, -2.03)  -0.786
C (5.61, 1.29, -0.75)  -0.672
C (-1.28, -0.58, 2.63)  0.502
C (-2.53, 0.65, 4.82)  -0.993
C (-2.13, -1.29, -4.49)  -0.461
C (-0.49, 3.27, 1.47)  0.415
C (-1.14, -0.87, -3.60)  0.653
H (3.23, -5.80, -3.20)  0.390
H (1.87, 1.97, -1.40)  0.020
H (0.75, -3.94, 2.21)  0.255
H (-0.37, -1.21, -7.38)  0.396
H (0.88, -0.16, -3.43)  0.286
H (-3.13, -1.50, -4.14)  0.403
H (0.96, 5.82, -0.25)  0.463
H (4.24, -0.50, 2.64)  0.401
H (4.67, -2.78, 3.43)  0.424
H (-6.21, 1.08, 0.85)  0.456
H (-4.90, 2.65, -3.01)  0.438
H (-2.62, 2.40, 3.60)  0.542
H (1.68, 1.93, 5.91)  0.469
H (4.74, -1.54, -1.21)  0.334
H (5.00, 0.45, 1.10)  0.133
H (-4.92, 5.12, 0.31)  0.432
H (-6.51, -1.14, -1.87)  0.414
H (1.58, -4.08, -2.56)  0.605
H (-2.59, 4.40, 0.51)  0.379
H (-3.88, 0.35, 1.04)  0.287
H (2.92, -4.52, 3.19)  0.450
H (-1.38, -4.12, 1.75)  0.335
H (-2.62, -1.76, -6.52)  0.429
H (-2.93, -5.44, -1.99)  0.449
H (3.54, 3.23, 1.52)  0.516
H (6.65, 1.09, -0.57)  0.449
H (3.05, 3.98, 5.70)  0.418
H (1.31, 6.66, 2.06)  0.411
H (-6.75, 3.47, 0.50)  0.390
H (-0.17, 3.66, -0.62)  0.486
H (-2.33, -1.25, 5.80)  0.432
H (3.97, 4.62, 3.50)  0.434
H (-2.63, 1.82, -2.58)  0.316
H (-2.41, -5.88, 0.39)  0.408
H (-1.24, -2.33, 3.88)  0.288
H (3.55, 2.67, -3.05)  0.469
H (1.37, -0.38, -5.82)  0.469
H (0.55, 5.29, 3.98)  0.422
H (6.40, -3.27, -1.85)  0.463
H (1.26, 0.52, 3.94)  0.168
H (-4.25, -1.97, -1.41)  0.253
H (5.95, 2.21, -2.66)  0.364
H (-0.55, 3.15, 3.62)  0.288
H (-6.85, 1.17, -2.68)  0.388
H (-2.50, -3.24, -2.96)  0.450
H (-3.03, 1.12, 5.66)  0.423

E_HOMO (alpha / beta): -5.9 / -7.7 eV
charge: 0
multiplicity: 3
molecular weight: 1039.8 g/mol

---

Entry 2:
Entry from the Open Molecules 2025 dataset: a molecular structure, C63H53BN5O5Rh (ωB97M-V/def2-TZVPD).

Each line ends with the Mulliken charge.
Element x y z (Å)
Rh (0.48, -0.47, 0.99)  0.126
O (2.26, 0.19, 1.63)  0.124
O (-3.95, -1.73, -10.96)  -0.463
O (1.05, -2.50, 1.04)  -0.537
O (0.76, 2.52, 0.47)  -0.023
O (-1.43, 1.96, 0.68)  -0.552
N (-2.90, -1.41, -4.55)  -0.107
N (0.02, -0.72, 3.04)  1.265
N (-1.31, -0.88, 0.10)  1.285
N (1.06, -0.55, -0.91)  0.509
N (-0.85, -1.23, -5.37)  -0.850
C (-2.35, -1.18, -2.08)  0.760
C (4.57, -0.39, 2.98)  -0.293
C (5.88, -0.44, 5.00)  -0.694
C (-3.97, -1.78, -7.30)  -0.768
C (0.30, -4.72, 0.98)  -0.528
C (-0.94, -5.28, 0.72)  -0.216
C (2.06, -5.29, 4.86)  -0.915
C (3.76, 2.41, 0.92)  -0.107
C (-2.50, 8.08, 0.72)  -1.960
C (-0.59, 5.94, 0.34)  -0.218
C (1.23, 1.38, 3.48)  -1.497
C (1.67, -0.93, -3.60)  -0.614
C (0.08, -0.82, -1.80)  0.109
C (4.42, 3.55, 0.47)  -0.879
C (0.08, -6.96, -0.68)  -0.464
C (2.67, -0.77, -2.65)  -1.424
C (2.52, 1.05, 2.68)  2.694
C (3.07, -4.41, 5.23)  -0.892
C (-4.25, 6.37, 1.16)  -1.760
C (3.28, -3.26, 4.49)  0.132
C (-1.22, -0.97, -1.25)  -0.101
C (-1.77, -1.31, -8.12)  -0.495
C (-5.28, -2.09, -11.26)  -0.842
C (3.63, 0.45, 3.58)  1.112
C (-3.59, -1.67, -9.66)  0.969
C (4.53, 4.66, 1.29)  -0.747
C (-3.03, 6.70, 0.29)  2.164
C (5.68, -0.83, 3.68)  -0.645
C (-0.80, -2.98, 2.51)  -0.973
C (-1.33, 3.33, 0.53)  0.629
C (-2.63, -1.49, -7.03)  0.167
C (-3.44, 6.77, -1.19)  -1.691
C (1.47, -3.85, 3.02)  -0.173
C (0.55, 0.13, 3.95)  -0.172
C (0.01, 3.67, 0.42)  0.565
C (4.94, 0.39, 5.61)  -0.951
C (-0.79, -1.15, -4.02)  0.750
C (0.54, -3.48, 1.85)  2.519
C (-3.67, -1.11, -0.09)  -1.473
C (-2.52, -0.90, 0.64)  -0.450
C (3.30, 3.49, 3.00)  -0.561
C (-1.95, 5.62, 0.41)  0.725
C (0.53, -0.14, 5.31)  -0.922
C (0.41, 4.98, 0.34)  -2.124
C (3.18, 2.37, 2.18)  0.161
C (1.43, -5.28, 0.38)  -0.233
C (-2.24, -1.39, -9.41)  -0.614
C (-1.05, -6.40, -0.10)  -1.006
C (-2.07, -1.25, -3.47)  -0.045
C (2.49, -2.99, 3.38)  0.206
C (3.97, 4.63, 2.56)  -0.820
C (2.32, -0.57, -1.32)  -0.225
C (0.35, -0.96, -3.18)  0.270
C (1.26, -5.01, 3.76)  -0.644
C (-2.33, 4.27, 0.51)  -1.292
C (-3.60, -1.29, -1.46)  -1.146
C (-0.55, -2.19, 4.84)  -0.895
C (-4.45, -1.86, -8.59)  -0.593
C (1.32, -6.39, -0.44)  -0.855
C (-0.47, -1.90, 3.48)  0.018
C (-2.12, -1.38, -5.69)  0.261
C (-0.05, -1.31, 5.77)  -1.208
C (3.83, 0.82, 4.90)  -0.206
B (-0.12, 1.47, 0.69)  0.544
H (6.75, -0.77, 5.55)  0.395
H (3.06, -0.42, -0.54)  0.286
H (6.39, -1.49, 3.20)  0.417
H (0.58, 1.95, 2.83)  -0.640
H (-1.78, 8.48, 0.01)  0.381
H (1.91, -1.04, -4.65)  0.569
H (-0.01, -7.84, -1.31)  0.412
H (-5.99, -1.34, -10.89)  0.336
H (-5.35, -2.14, -12.34)  0.243
H (-4.95, 7.21, 1.16)  0.459
H (-3.90, -1.42, -4.54)  0.222
H (3.66, 1.55, 0.28)  0.135
H (0.98, 0.56, 6.00)  0.442
H (-2.02, -6.84, -0.28)  0.426
H (5.09, 0.70, 6.63)  0.427
H (-5.54, -3.06, -10.83)  0.346
H (5.04, 5.55, 0.94)  0.392
H (3.12, 1.46, 5.42)  0.301
H (3.69, -4.63, 6.09)  0.428
H (2.88, 3.50, 3.99)  0.278
H (-3.36, 3.97, 0.57)  0.348
H (-3.33, 8.78, 0.78)  0.450
H (-1.44, -2.64, 1.71)  -0.063
H (-4.62, -1.15, 0.41)  0.547
H (2.65, -2.10, 2.78)  -0.201
H (4.85, 3.56, -0.52)  0.432
H (-0.96, -3.14, 5.15)  0.491
H (4.42, -0.68, 1.95)  -0.050
H (-3.96, 5.86, -1.49)  0.371
H (-1.84, -4.85, 1.15)  0.368
H (-2.56, -0.73, 1.71)  0.546
H (-4.49, -1.48, -2.04)  0.472
H (-3.94, 6.18, 2.19)  0.398
H (-0.30, 6.98, 0.29)  0.283
H (3.71, -0.79, -2.93)  0.522
H (-0.73, -1.10, -7.92)  0.474
H (-1.28, -3.81, 3.04)  0.984
H (-4.10, 7.62, -1.38)  0.428
H (-2.56, 6.88, -1.82)  0.381
H (1.45, 2.00, 4.34)  1.347
H (0.48, -5.70, 3.47)  0.438
H (4.06, 5.49, 3.21)  0.434
H (-4.67, -1.95, -6.48)  0.253
H (1.46, 5.23, 0.30)  0.507
H (-4.79, 5.50, 0.79)  0.309
H (2.21, -6.81, -0.90)  0.415
H (-5.50, -2.09, -8.76)  0.393
H (-0.08, -1.53, 6.83)  0.423
H (1.89, -6.19, 5.44)  0.414
H (2.39, -4.81, 0.55)  0.399
H (-1.59, -1.25, -10.26)  0.420
H (4.07, -2.57, 4.77)  0.183
H (-2.03, 8.02, 1.71)  0.428

E_HOMO: -7.3 eV
charge: 0
molecular weight: 1073.9 g/mol